[1]
Formula: C4H8O2
Source: OMol25
Level of theory: ωB97M-V with the def2-TZVPD basis set

Values from the calculation:
Orbital gap (eV): 11.04
Max |F| (Eh/bohr): 0.09752
HOMO level (eV): -10.08
Energy (Eh): -307.535594

CARTESIAN COORDINATES (ANGSTROEM)
1 C 1.530 0.909 0.117
2 C 0.845 -0.357 0.569
3 O -0.090 -0.193 1.629
4 C -0.585 -0.567 0.313
5 C -1.371 0.544 -0.814
6 O -1.670 1.671 -0.073
7 H 0.809 1.732 0.074
8 H 1.979 0.775 -0.873
9 H 2.323 1.179 0.820
10 H 1.467 -1.248 0.652
11 H -1.039 -1.555 0.311
12 H -2.247 -0.018 -1.147
13 H -0.605 0.663 -1.579
14 H -1.357 0.810 0.535

Force components x, y, z for each atom (eV/Å):
-0.02 -0.03 -0.01
0.15 -0.19 -0.29
-0.79 0.47 -0.68
0.05 -0.30 -1.70
1.27 -2.72 -0.19
0.67 -1.86 1.82
0.15 -0.13 0.00
-0.05 -0.02 0.13
-0.09 -0.06 -0.09
-0.02 0.13 0.15
0.22 0.03 -0.11
0.09 0.04 -0.25
-0.13 0.11 -0.32
-1.50 4.52 1.56

---

[2]
Formula: C3H3N3O2
Source: OMol25
Level of theory: ωB97M-V with the def2-TZVPD basis set

Values from the calculation:
Orbital gap (alpha / beta) (eV): 8.92 / 8.92
Max |F| (Eh/bohr): 0.06859
HOMO level (alpha / beta) (eV): -9.49 / -9.49
Energy (Eh): -430.539381

CARTESIAN COORDINATES (ANGSTROEM)
1 C -1.624 0.206 -0.710
2 C -0.242 0.372 -0.817
3 C 0.546 -0.579 -0.141
4 N -1.569 0.243 0.648
5 N -0.141 0.387 0.683
6 N 1.991 -0.224 0.014
7 O 2.730 -1.005 0.566
8 O 2.389 0.872 -0.319
9 H -2.389 0.775 -1.141
10 H 0.510 -1.719 -0.055
11 H -2.202 0.672 1.273

Force components x, y, z for each atom (eV/Å):
-0.57 1.45 1.87
1.27 0.51 -0.86
1.24 -3.29 0.23
0.30 -2.13 -1.15
-0.66 1.28 0.50
2.01 1.61 0.38
-0.58 -1.44 0.20
-1.00 0.01 -0.55
-1.37 -0.33 -1.50
-0.45 1.65 -0.15
-0.18 0.68 1.02

---

[3]
Formula: C5H9NO
Source: OMol25
Level of theory: ωB97M-V with the def2-TZVPD basis set

Values from the calculation:
Orbital gap (eV): 10.57
SMILES: C=CCCC(N)=O
Max |F| (Eh/bohr): 0.01161
HOMO level (eV): -9.70
Energy (Eh): -325.910978

CARTESIAN COORDINATES (ANGSTROEM)
1 C 0.864 0.564 -0.674
2 C 1.110 -0.286 0.568
3 C -0.511 1.200 -0.814
4 N -1.059 1.668 0.329
5 C 0.226 -1.495 0.682
6 C -0.804 -1.776 -0.090
7 O -1.063 1.327 -1.889
8 H -0.601 1.588 1.217
9 H -1.939 2.162 0.279
10 H 1.587 1.376 -0.711
11 H 1.013 -0.064 -1.569
12 H 0.998 0.325 1.485
13 H 2.149 -0.624 0.540
14 H 0.502 -2.171 1.490
15 H -1.086 -1.138 -0.910
16 H -1.388 -2.657 0.066

Force components x, y, z for each atom (eV/Å):
-0.11 -0.47 -0.34
-0.20 0.21 0.03
0.26 0.06 -0.12
-0.32 0.33 0.35
0.38 0.03 0.42
0.11 0.15 -0.17
-0.02 -0.06 -0.12
-0.03 -0.03 -0.01
0.18 -0.14 -0.03
0.11 0.10 -0.06
-0.06 0.37 0.26
0.21 -0.26 -0.22
0.03 0.09 0.15
-0.13 0.00 -0.03
-0.14 0.04 -0.17
-0.26 -0.42 0.06

---

[4]
Formula: C18H19N3OS
Source: OMol25
Level of theory: ωB97M-V with the def2-TZVPD basis set

Values from the calculation:
Orbital gap (eV): 8.82
SMILES: Cc1ccc(CNC(=O)CSc2nc(C)cc(C)c2C#N)cc1
Max |F| (Eh/bohr): 0.02122
HOMO level (eV): -8.77
Energy (Eh): -1335.048647

CARTESIAN COORDINATES (ANGSTROEM)
1 C -4.355 -2.134 -0.126
2 C -3.531 -0.904 -0.356
3 C -3.798 0.266 0.346
4 C -3.052 1.409 0.131
5 C -2.020 1.415 -0.799
6 C -1.747 0.247 -1.499
7 C -2.494 -0.897 -1.282
8 H -2.270 -1.795 -1.839
9 H -0.944 0.234 -2.222
10 C -1.164 2.631 -1.004
11 N 0.042 2.493 -0.209
12 C 0.821 3.529 0.134
13 O 0.597 4.687 -0.144
14 C 2.043 3.102 0.947
15 H 1.752 2.511 1.814
16 H 2.600 3.987 1.249
17 S 3.224 2.100 -0.018
18 C 2.639 0.466 0.221
19 N 1.467 0.291 0.814
20 C 1.006 -0.938 1.019
21 C 1.717 -2.063 0.616
22 C 2.941 -1.916 -0.021
23 C 3.422 -0.614 -0.222
24 C 4.665 -0.397 -0.850
25 N 5.680 -0.250 -1.364
26 C 3.742 -3.090 -0.477
27 H 3.224 -4.021 -0.262
28 H 3.930 -3.025 -1.549
29 H 4.712 -3.099 0.019
30 H 1.312 -3.046 0.796
31 C -0.323 -1.047 1.691
32 H -0.290 -1.794 2.480
33 H -1.080 -1.349 0.967
34 H -0.614 -0.087 2.108
35 H 0.313 1.563 0.103
36 H -0.895 2.734 -2.064
37 H -1.676 3.546 -0.694
38 H -3.273 2.309 0.686
39 H -4.600 0.277 1.070
40 H -4.538 -2.282 0.936
41 H -5.322 -2.031 -0.619
42 H -3.862 -3.016 -0.527

Force components x, y, z for each atom (eV/Å):
-0.06 0.03 -0.03
0.06 -0.01 -0.01
0.03 -0.05 -0.02
0.03 0.01 -0.05
0.03 0.02 -0.07
-0.03 0.10 0.02
-0.07 -0.04 0.03
0.01 -0.10 -0.05
0.10 0.02 -0.10
0.16 0.29 -0.05
-0.41 -0.32 -0.15
0.33 -0.33 0.30
-0.05 0.44 -0.12
0.18 -0.14 -0.22
0.00 0.09 0.04
-0.08 -0.05 -0.02
0.12 0.25 0.02
0.14 -0.05 -0.04
0.11 0.03 0.10
0.09 -0.30 0.00
0.11 0.14 -0.06
-0.11 0.21 0.05
-0.98 -0.04 0.48
0.41 0.03 -0.19
0.35 0.06 -0.18
0.00 -0.06 0.00
0.01 -0.04 -0.01
0.03 -0.03 -0.04
0.06 -0.03 0.00
-0.03 -0.12 0.01
-0.03 -0.06 0.01
-0.05 -0.06 0.07
-0.08 -0.01 -0.01
-0.02 0.03 0.03
-0.01 0.29 0.05
-0.12 0.05 0.10
0.00 -0.11 -0.11
-0.01 0.12 0.06
-0.09 0.00 0.09
-0.03 -0.07 0.05
-0.08 -0.08 0.00
-0.01 -0.08 0.00

---

[5]
Formula: C8H10BrN3
Source: OMol25
Level of theory: ωB97M-V with the def2-TZVPD basis set

Values from the calculation:
Orbital gap (alpha / beta) (eV): 9.11 / 6.61
Max |F| (Eh/bohr): 0.07420
HOMO level (alpha / beta) (eV): -9.65 / -8.20
Energy (Eh): -3048.912953

CARTESIAN COORDINATES (ANGSTROEM)
1 C 1.397 -1.052 0.868
2 C -1.041 1.184 0.134
3 C -1.195 2.470 0.517
4 C -2.359 0.826 -0.287
5 C -0.244 3.377 1.143
6 C 0.434 -1.873 -1.377
7 C -0.498 -2.490 1.034
8 C 0.551 -1.824 0.149
9 N 2.266 -0.426 1.289
10 N -3.165 1.829 -0.308
11 N -2.431 2.846 0.193
12 Br -3.020 -0.771 -1.032
13 H 0.716 2.948 1.254
14 H -0.295 4.374 0.651
15 H -0.525 3.462 2.131
16 H -0.067 -2.905 -1.504
17 H 1.328 -1.645 -2.000
18 H -0.397 -1.059 -1.596
19 H -1.437 -2.069 0.968
20 H -0.768 -3.476 0.536
21 H -0.200 -2.672 2.050
22 H -2.802 3.735 0.212

Force components x, y, z for each atom (eV/Å):
1.16 0.41 -1.07
-1.78 -0.95 -0.19
1.44 0.29 -0.20
0.96 -1.59 -0.74
-0.22 1.18 -1.25
-2.34 0.27 1.04
1.30 -2.70 -2.36
-1.84 -0.81 0.01
0.94 0.96 1.09
-0.60 1.15 0.10
0.00 -1.91 -0.10
0.03 -0.07 0.15
1.21 -0.23 -0.70
0.54 -0.62 0.42
-0.89 0.73 2.34
0.99 1.63 -0.68
-0.59 -0.46 0.77
1.63 -1.68 -0.04
-1.93 1.69 0.19
0.65 0.59 0.74
0.24 0.13 0.32
-0.91 1.99 0.15

---

[6]
Formula: C12H14N4O2S
Source: OMol25
Level of theory: ωB97M-V with the def2-TZVPD basis set

Values from the calculation:
Orbital gap (eV): 10.09
SMILES: Cc1ccccc1-c1nnnn1[C@H]1CCS(=O)(=O)C1
Max |F| (Eh/bohr): 0.02637
HOMO level (eV): -9.57
Energy (Eh): -1233.324324

CARTESIAN COORDINATES (ANGSTROEM)
1 C -0.878 0.783 2.578
2 C -1.173 1.179 1.163
3 C -2.472 1.413 0.737
4 C -2.740 1.807 -0.563
5 C -1.703 1.995 -1.459
6 C -0.402 1.760 -1.057
7 C -0.135 1.329 0.236
8 C 1.243 1.096 0.663
9 N 1.941 1.917 1.417
10 N 3.133 1.367 1.586
11 N 3.216 0.260 0.989
12 N 2.041 0.026 0.378
13 C 1.893 -1.219 -0.343
14 C 1.457 -1.037 -1.788
15 H 2.092 -1.578 -2.482
16 H 1.378 0.002 -2.087
17 S -0.218 -1.778 -1.911
18 O -1.144 -0.855 -2.499
19 O -0.096 -3.075 -2.512
20 C -0.488 -1.969 -0.122
21 C 0.924 -2.193 0.365
22 H 1.223 -3.208 0.099
23 H 1.017 -2.083 1.447
24 H -0.947 -1.054 0.237
25 H -1.137 -2.821 0.045
26 H 2.902 -1.645 -0.294
27 H 0.412 1.936 -1.746
28 H -1.903 2.319 -2.467
29 H -3.759 1.979 -0.872
30 H -3.285 1.290 1.439
31 H -1.791 0.758 3.168
32 H -0.409 -0.200 2.628
33 H -0.191 1.500 3.026

Force components x, y, z for each atom (eV/Å):
-0.03 0.09 0.03
-0.01 0.04 -0.06
0.07 -0.04 0.08
0.04 0.06 -0.11
-0.07 0.07 0.00
-0.02 0.06 0.15
-0.37 0.14 -0.15
0.60 -0.46 -0.10
-0.97 0.47 -0.13
0.76 0.36 0.55
0.52 -1.14 -0.44
-0.30 1.24 0.46
0.32 -0.55 0.21
-0.67 -0.21 -0.01
-0.03 -0.08 -0.06
0.01 0.03 -0.02
-0.22 0.23 0.00
-0.04 0.21 0.07
0.30 -0.44 0.14
0.25 0.13 -0.74
0.28 -0.09 0.30
0.04 0.00 0.07
0.02 -0.04 -0.07
-0.04 0.04 0.00
-0.11 -0.08 -0.14
-0.27 0.12 -0.06
0.07 -0.02 -0.06
-0.04 0.01 -0.12
-0.10 0.02 -0.04
-0.07 -0.01 0.07
-0.04 -0.04 0.05
0.06 -0.08 0.05
0.03 -0.05 0.09

---

The following ΔE to the lowest compared entry with this formula, charge and spin values (in kcal/mol) correspond, in order, to the records above: 111.0 239.5 16.7 14.0 121.6 47.8.